Here is a structure of composition C23H29Br36N2 in a non-equilibrium geometry from the OMol25 dataset. Energies are from ωB97M-V with the def2-TZVPD basis set.

```
90
Properties=species:S:1:pos:R:3
Br -4.06 -11.39 4.28
H -0.90 -3.75 0.35
Br 7.60 5.80 3.07
C 3.70 -4.21 1.55
H 2.91 6.05 2.23
N -0.33 -1.59 -1.16
H -4.34 -2.92 -0.94
C 5.88 9.83 3.83
Br -1.12 -5.34 3.74
Br 3.28 5.47 -7.05
Br -8.53 3.78 -5.55
Br -5.85 -11.30 1.64
H -3.38 -4.53 -2.33
C -2.65 -3.80 -1.92
H 2.87 9.57 -3.13
Br -7.90 -5.61 -1.72
H 4.02 0.60 6.52
C 0.19 -0.62 -0.41
Br 5.03 -3.21 2.54
C 2.90 6.03 1.15
H -1.57 -5.65 -1.49
C 8.91 5.27 1.76
C 1.94 9.08 -3.38
H 5.74 10.89 3.99
Br 5.79 0.55 4.79
H 1.93 0.31 2.45
H -0.54 0.94 -1.84
C 0.91 -0.74 0.86
Br 5.84 9.53 1.93
H 1.54 2.63 1.62
Br 9.26 3.37 1.82
Br 7.60 9.37 4.59
C -3.30 -3.20 -0.66
C 0.47 -2.82 -1.16
C -6.96 3.72 -6.67
C 0.42 1.90 -0.18
H 4.95 5.26 -5.23
C -0.39 -4.00 -0.59
C -6.74 -6.30 -0.33
H -2.76 -2.27 -0.41
Br 5.52 3.25 -6.55
Br -4.40 1.07 -3.95
Br 1.49 9.61 -5.19
H -5.86 -9.82 3.62
Br 0.63 9.68 -2.11
C 4.33 4.52 -5.73
H 0.20 2.89 -0.58
Br 4.06 -4.18 -0.35
Br -6.73 1.98 -7.48
H -7.12 4.42 -7.48
H 1.46 -2.72 -0.69
Br -5.38 4.28 -5.73
C -1.33 -4.59 -1.68
C -5.77 -10.89 3.52
H -3.85 -5.01 0.19
H -4.44 2.54 -1.96
H -0.76 -4.56 -2.63
C 3.97 0.47 5.45
Br 1.91 -3.61 1.96
Br 2.12 4.34 0.62
H -2.94 -5.79 5.35
C 1.37 0.42 1.51
Br -5.01 -6.79 -1.03
H -2.55 -3.03 -2.71
Br -2.51 1.07 -1.35
Br -2.81 -8.00 4.24
H 0.66 -3.09 -2.23
Br 8.43 5.85 -0.02
C -4.28 1.47 -2.06
C -2.80 -6.07 4.31
Br 1.84 7.54 0.55
C 1.15 1.75 1.04
H -4.00 -3.71 1.16
Br 2.90 1.93 4.76
Br -7.56 -7.76 0.63
N -3.39 -4.15 0.47
Br -4.28 -5.31 3.33
Br 4.44 8.93 4.73
Br -7.23 -11.69 4.49
H 9.83 5.77 2.01
Br -5.69 0.59 -1.06
Br 3.17 -1.25 5.10
Br 4.74 6.18 0.57
Br 3.22 3.70 -4.39
H 1.09 -1.74 1.29
Br 2.24 7.18 -3.25
H 0.33 -4.81 -0.33
H 3.78 -5.24 1.87
C -0.02 0.75 -0.88
H -6.58 -5.50 0.38
```

Maximum force (eV/A): 2.3
Total charge: -1
DFT total energy (Ha): -93667.60509
E_HOMO (eV): -2.8
Frontier orbital gap (eV): 3.9
LUMO (eV): 1.05